(1)
DFT (ωB97M-V/def2-TZVPD) results for a molecular structure, C17H37BrNbO3.

Values from the calculation:
Highest occupied orbital energy, Ha: -0.182
Electronic energy, eV: -95960.653
Kohn-Sham gap, eV: 7.048
Maximum force, eV/Å: 1.98

Structure (ORCA input):
```
! wB97M-V def2-TZVPD RIJCOSX def2/J DEFGRID3
* xyz -1 1
Nb 1.6111 1.2930 4.5265
Br 3.3756 3.0949 3.6376
O 1.2154 1.8097 -5.6236
O 2.0409 3.8233 -5.0550
O 3.4385 2.1246 -5.4666
C 0.0942 -0.3217 5.1416
C 0.1051 -1.6260 -2.3346
C -0.6696 3.2609 -1.0287
C 3.3372 4.2616 -4.6520
C -0.9742 -2.5672 4.3494
C -1.3050 -3.4964 3.1291
C -1.8588 -1.6969 -0.5962
C -2.9486 -2.2379 1.6100
C 0.2588 2.2826 -1.8372
C -1.3363 -2.1227 -2.0027
C -2.7527 -2.7475 0.1226
C -2.7918 -3.4017 2.6507
C -0.4430 0.8915 -1.8418
C -0.0071 -1.3953 3.9897
C 4.2468 3.2949 -5.3616
C 2.1409 2.5164 -5.4052
C 0.1940 -0.1503 -2.8140
H 0.4730 1.7257 3.1445
H -1.5083 1.0280 -2.1092
H 0.7888 -1.8504 -1.4928
H -0.4252 0.5094 -0.8006
H 5.1583 3.0876 -4.8035
H -0.4631 -3.1929 5.1082
H 0.4544 2.6540 -2.8575
H -0.9644 -1.4988 0.0331
H -2.3525 -3.7743 0.1064
H -0.8864 0.1585 5.3423
H 2.3745 0.0144 3.4473
H -0.6223 -3.2949 2.2793
H -3.7690 -2.7059 -0.3262
H -3.5023 -3.2209 3.4769
H 1.1836 2.1949 -1.2321
H -1.1294 -4.5542 3.4189
H 1.2775 0.0872 -2.9089
H -1.7282 3.1665 -1.3470
H 4.5141 3.6313 -6.3669
H 2.7762 0.7866 5.8373
H -0.2538 0.0101 -3.8123
H 1.0257 -1.7609 3.8469
H 0.4318 -0.7908 6.0893
H -1.9280 -2.1474 4.7217
H -0.3813 4.3124 -1.2151
H -0.3899 -0.8734 3.0917
H 3.4133 4.1878 -3.5644
H -0.6021 3.0741 0.0560
H 0.8343 2.4958 5.6657
H 3.5072 5.2951 -4.9494
H 0.4571 -2.2524 -3.1849
H -2.0474 -1.8818 -2.8218
H -3.8654 -1.6377 1.7346
H -1.2856 -3.2366 -1.9972
H -2.0989 -1.5441 1.7937
H -3.0127 -4.3471 2.1102
H -2.4248 -0.7446 -0.6520
*
```

***

(2)
DFT (ωB97M-V/def2-TZVPD) results for a molecular structure, C20H17IrN9S.

Values from the calculation:
Highest occupied orbital energy (alpha / beta), Ha: -0.644 / -0.649
Electronic energy, eV: -48071.452
Kohn-Sham gap (alpha / beta), eV: 7.184 / 6.064
Maximum force, eV/Å: 0.41

Structure (ORCA input):
```
! wB97M-V def2-TZVPD RIJCOSX def2/J DEFGRID3
* xyz 3 5
Ir 0.8536 0.6743 -2.0582
S 3.7011 0.5810 0.2453
N 2.0664 0.4429 0.0660
N 0.1116 -1.3895 -2.0811
N -4.7372 2.4225 -0.6547
N -1.0968 1.6132 -2.3655
N -2.7647 1.2040 -0.5458
N 1.6216 0.1011 2.3428
N -0.4095 0.7861 -0.3891
N -3.0197 3.0035 -2.0433
N -1.4374 3.5452 -3.5772
C 0.6085 -3.7178 -2.2923
C 3.1816 0.0768 4.1824
C -2.1139 -0.5578 -1.5099
C -1.5447 -3.0114 -1.5357
C 0.9567 -2.3879 -2.3978
C 1.2422 0.2392 1.0672
C -0.6635 -4.0373 -1.8449
C 4.4850 0.1731 4.6283
C 5.5486 0.3914 3.7327
C -1.1430 -1.6955 -1.6655
C -1.8434 2.7114 -2.6366
C -3.5106 2.2187 -1.1059
C 3.9914 0.4197 1.9203
C -2.5096 -0.6878 1.0576
C 2.9275 0.1976 2.8245
C -1.5767 0.8462 -1.2652
C -1.2640 -0.4793 1.5055
C -3.0599 -0.2467 -0.2858
C 5.3101 0.5149 2.3851
C -0.2360 0.2018 0.7200
H 6.1249 0.6869 1.6922
H -0.6152 3.3673 -4.1281
H -5.1201 1.9265 0.1317
H 4.6914 0.0796 5.6864
H -0.9734 -5.0704 -1.7581
H -5.2833 3.1590 -1.0776
H 2.3706 -0.0921 4.8809
H 1.3209 -4.4823 -2.5686
H 6.5608 0.4635 4.1076
H -4.1026 -0.5261 -0.4085
H -3.1797 -1.2530 1.6958
H 0.9003 -0.0337 3.0407
H -2.5576 -3.2329 -1.2240
H 1.9373 -2.1000 -2.7565
H -2.7344 -0.4954 -2.4073
H -0.9968 -0.8888 2.4724
H -2.0185 4.3384 -3.8018
*
```

***

(3)
DFT (ωB97M-V/def2-TZVPD) results for a single C6H11NO2 molecule.

Values from the calculation:
Highest occupied orbital energy (alpha / beta), Ha: -0.296 / -0.296
Electronic energy, eV: -11982.250
Kohn-Sham gap (alpha / beta), eV: 8.642 / 8.641
Maximum force, eV/Å: 3.41

Structure (ORCA input):
```
! wB97M-V def2-TZVPD RIJCOSX def2/J DEFGRID3
* xyz 0 1
O -3.0723 -0.6409 1.5574
O -3.6232 -1.4962 -0.9931
N -1.4576 -0.7218 -1.4888
C 0.7330 0.3192 -0.4587
C 1.3011 -1.0016 0.1526
C 0.9166 1.6439 0.3683
C -2.0494 -0.9302 0.7312
C -0.7983 0.2753 -0.7628
C -2.4751 -1.2259 -0.6820
H 1.9528 1.8072 0.4254
H 0.8105 -1.3381 0.9764
H -3.9136 -0.5807 1.0555
H -1.4192 1.2473 -0.7306
H 0.4591 2.3967 -0.2277
H 0.5587 1.5410 1.4276
H 0.9914 -1.8769 -0.4874
H 1.3140 0.4662 -1.5151
H -1.1786 -1.0776 -2.4365
H -1.1251 -1.4700 1.1271
H 2.3224 -0.8874 0.4062
*
```

***

(4)
DFT (ωB97M-V/def2-TZVPD) results for 4 unconnected molecules or ions with the total composition C15H31B4FN4O4.

Values from the calculation:
Highest occupied orbital energy, Ha: -0.367
Electronic energy, eV: -35640.286
Kohn-Sham gap, eV: 10.393
Maximum force, eV/Å: 1.14

Structure (ORCA input):
```
! wB97M-V def2-TZVPD RIJCOSX def2/J DEFGRID3
* xyz 0 1
F -4.9522 2.3956 0.9309
O -2.4734 3.0905 -1.4846
O -2.4654 1.0203 -0.3716
O -1.6398 6.2768 -1.0635
O -0.8879 2.6983 0.2124
N 6.0006 -2.5301 1.0021
N -3.5056 -2.9036 -1.1007
N -2.1685 5.6323 1.2330
N 1.1556 -2.0132 1.2703
C 5.0730 -0.8987 -1.9030
C 2.5155 -0.4473 4.0664
C 1.5288 0.6945 3.8636
C -4.7229 1.8124 -1.3378
C -1.0476 -2.0325 -1.2407
C -5.2115 0.0491 0.4766
C -0.0126 -4.2687 -1.8495
C 1.9968 -1.5750 1.9172
C 3.6362 -1.1546 -1.4752
C 3.0581 -0.9980 2.7430
C 5.9749 -2.0959 -1.5751
C -2.4213 -2.5282 -1.1588
C 6.0073 -2.3348 -0.1295
C -5.4284 1.4674 -0.0346
C -0.2006 -2.8122 -2.2511
B -1.2079 1.3673 0.0606
B -3.1804 1.9702 -1.0906
B -1.8073 5.2872 -0.1002
B -1.6496 3.6259 -0.4960
H -4.5604 -0.5328 -0.1733
H -2.9460 6.2663 1.3740
H 5.1296 -0.6987 -2.9740
H 1.1861 1.0864 4.8209
H -2.4207 6.7381 -1.3613
H 0.6253 -4.7927 -2.5621
H -0.9699 -4.7913 -1.8121
H -0.3925 0.5369 0.3022
H 0.7697 -2.3156 -2.3149
H 1.9871 1.5164 3.3100
H -1.0991 -0.9794 -1.5183
H 5.6060 -3.0008 -2.0620
H 3.5385 -0.2038 2.1665
H 0.4505 -4.3376 -0.8635
H -0.6588 -2.7484 -3.2406
H -2.3055 4.8437 1.8535
H 2.0438 -1.2581 4.6246
H 0.6516 0.3620 3.3059
H 6.9959 -1.9337 -1.9226
H 2.9956 -0.3033 -1.7063
H 3.3679 -0.1093 4.6578
H 3.2181 -2.0340 -1.9690
H 3.8135 -1.7682 2.9071
H -0.5887 -2.0797 -0.2526
H -6.4957 1.6737 -0.1296
H -4.9440 1.0430 -2.0841
H 3.5839 -1.3250 -0.3995
H -5.1062 2.7573 -1.7293
H -6.1593 -0.4795 0.5740
H -4.7438 0.0875 1.4604
H 5.4636 -0.0146 -1.3954
*
```

***

(5)
DFT (ωB97M-V/def2-TZVPD) results for a gas-phase ion, C7H13BNO2 (charge +1).

Values from the calculation:
Highest occupied orbital energy (alpha / beta), Ha: -0.406 / -0.492
Electronic energy, eV: -13721.033
Kohn-Sham gap (alpha / beta), eV: 7.479 / 7.933
Maximum force, eV/Å: 5.04

Structure (ORCA input):
```
! wB97M-V def2-TZVPD RIJCOSX def2/J DEFGRID3
* xyz 1 3
O -2.3105 -0.0724 -1.3669
O -2.5890 -0.5326 1.0992
N 1.3774 -0.0190 -0.9016
C -1.1206 1.2910 0.1783
C 0.9609 -0.8212 1.6231
C -0.0571 -1.8841 -0.4662
C 1.8968 1.3483 -0.6627
C 0.5559 -0.6092 0.1009
C 1.1343 2.2768 -0.0315
C -0.3051 2.2746 0.1143
B -2.1309 0.1851 -0.0089
H -3.2050 -1.2486 0.9809
H -0.4710 -1.5751 -1.5420
H -0.8741 -2.0910 0.2147
H 0.9453 0.1548 2.1187
H 0.6974 -2.6419 -0.4450
H 0.7351 -0.0905 -1.6914
H 2.2469 -0.6557 -1.0207
H -0.7032 3.2330 0.1509
H -3.1621 -0.3736 -1.7053
H 2.9417 1.5534 -0.8035
H 0.1422 -1.3567 2.1513
H 1.7843 -1.5125 1.6353
H 1.5104 3.1672 0.2781
*
```

***

(6)
DFT (ωB97M-V/def2-TZVPD) results for 2 unconnected molecules or ions with the total composition C2H3ClO2.

Values from the calculation:
Highest occupied orbital energy (alpha / beta), Ha: -0.308 / -0.307
Electronic energy, eV: -18735.583
Kohn-Sham gap (alpha / beta), eV: 8.698 / 8.654
Maximum force, eV/Å: 3.01

Structure (ORCA input):
```
! wB97M-V def2-TZVPD RIJCOSX def2/J DEFGRID3
* xyz 0 1
Cl 2.9048 -0.0337 -0.3927
O -1.1859 1.0755 -0.3616
O -0.8809 -0.4180 0.9500
C -0.1887 0.6248 0.4731
C -1.9256 0.0131 0.1414
H 0.2623 1.4286 1.0585
H -2.3660 -0.6739 -0.6639
H 3.8018 0.2934 0.6406
*
```

***

(7)
DFT (ωB97M-V/def2-TZVPD) results for a molecular structure, C5H8N2O.

Values from the calculation:
Highest occupied orbital energy, Ha: -0.749
Electronic energy, eV: -10319.850
Kohn-Sham gap, eV: 9.194
Maximum force, eV/Å: 5.62

Structure (ORCA input):
```
! wB97M-V def2-TZVPD RIJCOSX def2/J DEFGRID3
* xyz 2 1
O 3.3610 0.2933 -0.4383
N 0.4578 -1.7591 -0.0993
N -0.1909 -0.0437 -0.8317
C 2.2993 -0.0507 -0.3779
C 1.0358 -0.4307 0.0054
C -0.5118 -1.3366 -0.9345
C 0.9609 0.1289 1.4407
C -0.6236 1.2281 -1.3681
H 0.3771 1.1668 1.4496
H 0.1208 1.3764 -2.1443
H -1.3339 -1.9146 -1.3960
H 1.9167 0.4115 1.9583
H -0.8013 2.0892 -0.6506
H 0.9828 -2.5802 -0.0045
H -1.6210 1.0262 -1.7563
H 0.4887 -0.6505 2.1138
*
```

***

(8)
DFT (ωB97M-V/def2-TZVPD) results for 2 unconnected molecules or ions with the total composition C18H33ClNO7S.

Values from the calculation:
Highest occupied orbital energy, Ha: -0.448
Electronic energy, eV: -58374.751
Kohn-Sham gap, eV: 9.510
Maximum force, eV/Å: 3.19

Structure (ORCA input):
```
! wB97M-V def2-TZVPD RIJCOSX def2/J DEFGRID3
* xyz 1 1
Cl 2.0311 -1.2111 0.1258
S -3.4821 2.7594 1.1879
O -4.2174 1.5345 1.0375
O -0.5533 -5.5995 -0.9978
O 3.3179 -0.0597 3.0656
O 1.5705 -5.7953 -0.4883
O 4.7481 1.2529 2.0326
O 2.7136 1.3423 0.0071
O -2.0757 2.8327 0.7943
N -0.2226 1.2945 -0.1560
C 1.8884 -3.4016 -3.2783
C 2.5913 2.1227 2.2978
C 1.8951 2.1089 0.8987
C 0.6956 0.7898 -1.2565
C -3.8582 4.8556 2.7117
C 0.0342 -4.4274 0.9098
C -4.3699 4.1090 0.4099
C 3.6632 1.0790 2.4264
C 0.3172 -5.3083 -0.2769
C 2.4149 -4.9289 -1.2609
C 2.0100 -4.8203 -2.7385
C 2.0652 0.3871 -0.7310
C -4.8506 5.0135 1.5525
C 0.5145 1.5313 1.1176
C 0.7370 -1.1268 -3.0502
C -3.6331 3.3538 2.8647
C -0.0768 -0.2937 -2.0166
C 0.6531 -2.6394 -2.7461
H 2.4747 -3.9355 -0.8067
H -0.6082 -0.9777 -1.3573
H 1.1165 -5.3969 -2.9478
H 0.2345 -1.0019 -4.0022
H -0.8504 0.2391 -2.5690
H 1.8844 3.1354 0.5491
H 2.6793 0.2120 -1.5992
H -2.7358 3.1040 3.4276
H -3.6790 4.6297 -0.2517
H -0.1922 -3.0440 -3.2989
H 0.4565 -2.8719 -1.7051
H -4.9265 6.0485 1.2252
H -0.0447 2.2726 1.6706
H -2.9169 5.3513 2.4627
H 2.8061 -5.2910 -3.3107
H 2.9611 3.1055 2.5541
H -0.9162 0.5683 0.0310
H 1.7786 -3.4230 -4.3569
H 1.7526 -0.7704 -3.1961
H 0.6215 -4.6614 1.7926
H -0.7687 2.1074 -0.4481
H 3.6095 -0.8168 2.5394
H -4.5005 2.8642 3.3060
H -1.0095 -4.5702 1.1540
H -5.8439 4.6991 1.8769
H -4.2362 5.2959 3.6321
H 0.8612 1.6509 -1.8962
H 3.4073 -5.3532 -1.1989
H 0.1399 -3.3781 0.6588
H 2.7483 -2.7893 -3.0081
H 1.8303 1.8857 3.0430
H -5.1959 3.6997 -0.1665
H 0.5407 0.6569 1.7534
*
```

***

(9)
DFT (ωB97M-V/def2-TZVPD) results for a single C4H6O2 molecule.

Values from the calculation:
Highest occupied orbital energy, Ha: -0.365
Electronic energy, eV: -8335.190
Kohn-Sham gap, eV: 10.981
Maximum force, eV/Å: 5.50

Structure (ORCA input):
```
! wB97M-V def2-TZVPD RIJCOSX def2/J DEFGRID3
* xyz 0 1
O 1.4510 -0.4967 -1.1948
O 1.6426 0.4965 -0.2820
C 0.5032 -1.3190 0.9358
C -1.0537 1.6583 -0.4713
C -0.7868 0.3264 -0.5032
C 0.5445 -0.2588 -0.2373
H -1.9576 2.0926 -0.6966
H 1.3695 -1.1428 1.6022
H 0.5524 -2.2131 0.4091
H -0.3526 -1.1484 1.4133
H -0.3529 2.3529 -0.2594
H -1.5597 -0.3478 -0.7157
*
```

***

(10)
DFT (ωB97M-V/def2-TZVPD) results for a single C5H6O molecule.

Values from the calculation:
Highest occupied orbital energy, Ha: -0.363
Electronic energy, eV: -7327.290
Kohn-Sham gap, eV: 10.769
Maximum force, eV/Å: 0.94

Structure (ORCA input):
```
! wB97M-V def2-TZVPD RIJCOSX def2/J DEFGRID3
* xyz 0 1
O -2.5789 -0.0086 -0.8097
C 2.8178 0.1412 -0.0785
C -2.0755 -0.2385 0.2636
C -0.6012 -0.1100 0.5518
C 1.6613 0.3492 -0.3399
C 0.2567 0.1857 -0.6918
H -0.5058 0.6964 1.2997
H -2.7058 -0.5455 1.1284
H -0.1944 0.9947 -1.2748
H -0.2574 -1.0085 1.0799
H 3.8193 0.1884 0.2671
H 0.3641 -0.6445 -1.3957
*
```

***

(11)
DFT (ωB97M-V/def2-TZVPD) results for a single C3H6ClNOS molecule.

Values from the calculation:
Highest occupied orbital energy, Ha: -0.334
Electronic energy, eV: -30102.226
Kohn-Sham gap, eV: 9.675
Maximum force, eV/Å: 3.94

Structure (ORCA input):
```
! wB97M-V def2-TZVPD RIJCOSX def2/J DEFGRID3
* xyz 0 1
Cl -0.4989 2.5494 -0.1917
S 2.1369 -0.2488 0.2622
O 3.1031 0.3991 -0.5987
N 1.1179 0.7474 1.1282
C 0.7299 -0.6759 -0.9381
C -0.1993 0.9807 0.7086
C -0.4806 -0.1633 -0.2599
H -1.1408 -0.8920 0.2321
H -1.0842 0.3516 -0.9494
H 1.5443 1.1957 1.8349
H -1.0185 0.8766 1.4934
H 0.7234 -1.8417 -1.1044
H 1.0726 -0.1746 -1.8573
*
```

***

(12)
DFT (ωB97M-V/def2-TZVPD) results for a molecular structure, C3H6KO4.

Values from the calculation:
Highest occupied orbital energy (alpha / beta), Ha: -0.237 / -0.237
Electronic energy, eV: -27717.215
Kohn-Sham gap (alpha / beta), eV: 5.294 / 5.292
Maximum force, eV/Å: 2.05

Structure (ORCA input):
```
! wB97M-V def2-TZVPD RIJCOSX def2/J DEFGRID3
* xyz 0 2
K 3.5537 -2.3587 1.0183
O 3.9486 3.6610 -0.1947
O -1.3271 -1.7618 -0.6793
O 1.8417 -0.6249 -0.5275
O -0.2676 -0.8365 -0.8388
C 0.8117 -1.1775 -0.0819
C -2.7566 0.0759 0.0290
C -2.1941 -1.2622 0.3307
H 3.0067 3.7955 -0.3490
H 4.0492 2.6964 -0.2299
H -2.9800 -2.0393 0.3726
H -3.0122 0.7526 0.8453
H -2.9985 0.3505 -0.9991
H -1.6755 -1.2710 1.3043
*
```